61
Properties=species:S:1:pos:R:3 method="wB97M-V/def2-TZVPD" total_charge=-1 largest_force_ev_per_a=4.56 s2=3.775 multiplicity=4 relative_energy_kcal_mol=20.4 lumo_energy_ev="2.61 / 2.60" total_energy_ev=-61446.318
C 1.7857 0.0870 0.6119
C 1.9497 -0.6426 -0.6071
C 1.6829 0.2414 -1.6922
H 2.2993 -1.6650 -0.7123
C 1.3731 1.5340 -1.1381
C 1.4714 1.4390 0.2772
H 1.2211 2.4602 -1.7020
C -1.3000 -1.6379 1.3749
C -0.0875 -2.1667 0.8701
C -0.1824 -2.2344 -0.5642
H 0.7302 -2.5661 1.4624
C -1.4864 -1.7751 -0.9176
C -2.1423 -1.3083 0.2734
H 1.8376 0.0170 -2.7498
H 1.3712 2.2827 0.9611
H 1.9811 -0.2934 1.6034
H -3.1547 -0.8896 0.2949
H 0.4748 -2.7274 -1.2728
H -1.5786 -1.5200 2.4216
V -0.2147 -0.0350 -0.4808
C -1.9249 -1.4189 -2.3067
C -3.4453 -1.5883 -2.3797
C -1.2360 -2.2703 -3.3863
H -3.6944 -2.5938 -2.0042
H -3.8222 -1.4932 -3.4008
H -3.9477 -0.8473 -1.7541
H -1.3631 -3.3448 -3.1818
H -0.1523 -2.0755 -3.4711
H -1.6858 -2.0476 -4.3616
C -1.3752 0.0274 -2.4020
C -2.1086 0.9155 -3.3769
H -0.3179 -0.0616 -2.7187
H -1.5450 0.5795 -1.4231
O -3.3406 0.8196 -3.3474
N -1.4038 1.7018 -4.2676
C -0.2372 2.5577 -3.9574
H -2.0137 2.1429 -4.9535
C 1.0462 1.9791 -4.5113
C 2.2541 2.6273 -4.2310
H 2.2186 3.5781 -3.6919
C 3.4647 2.0337 -4.5886
H 4.4037 2.5278 -4.3155
C 3.4608 0.8127 -5.2841
H 4.4130 0.3404 -5.5455
C 2.2477 0.2146 -5.6538
H 2.2359 -0.7224 -6.2191
C 1.0350 0.8204 -5.2914
H 0.0813 0.3851 -5.5918
H -0.1274 2.7773 -2.8747
H -0.4206 3.5226 -4.4611
F -2.1322 3.4116 4.5825
C -1.7454 2.6567 3.5052
C -0.8121 1.6449 3.7224
C -0.4168 0.9014 2.6070
C -0.9351 1.1849 1.3522
C -1.8690 2.1822 1.1539
C -2.2915 2.9483 2.2578
H -0.4006 1.4374 4.7054
H 0.3036 0.0955 2.7601
H -2.2705 2.3761 0.1553
H -3.0159 3.7474 2.1320